<1>
Entry from OMol25: a cluster of 9 separate species, C36H99N9O9 in total (ωB97M-V with the def2-TZVPD basis set).

```
153
Properties=species:S:1:pos:R:3:mulliken_charge:R:1
H -1.859 -2.194 -4.958 0.22
C -0.137 -0.671 -1.543 2.11
H -4.073 -4.194 0.922 0.42
N 5.923 -1.145 0.780 -0.54
N 4.906 -6.483 -6.502 -0.73
H 4.001 2.121 5.369 0.34
C -6.643 -0.909 -4.853 -1.58
H -6.851 1.296 -4.097 0.27
N 1.190 3.185 -2.052 -0.46
O 2.078 4.985 0.176 -0.41
H -1.888 5.453 3.603 0.51
O -3.495 2.308 6.690 -0.24
H 3.671 -2.424 -4.105 0.12
C 4.751 -0.931 -1.407 -0.57
H 1.563 -4.751 -3.213 0.35
H 0.497 0.735 -0.037 0.32
H -5.053 3.593 6.211 0.34
H -0.448 0.460 2.272 0.13
H 0.953 -1.344 3.632 0.23
H -1.876 -3.780 -2.999 -0.03
C -0.822 3.331 4.565 -0.84
H -0.192 5.346 2.945 0.25
H 5.660 -0.612 -1.928 0.58
H -7.209 1.771 5.591 0.26
N -6.288 0.941 -3.336 -0.65
H 0.165 4.655 0.530 0.28
H -0.788 2.269 4.797 0.08
H 2.699 -0.242 2.640 -0.63
C 1.091 -0.724 4.530 -0.42
C 2.242 -5.348 -2.594 -0.66
H 4.076 -0.689 -4.112 0.29
H 1.153 3.638 -2.964 0.28
H -3.353 1.966 4.097 -0.09
C -0.449 0.357 -0.460 -1.18
H -6.374 -1.924 -5.152 0.33
H -1.472 3.815 5.303 0.24
C 2.698 0.537 3.420 1.16
C -4.418 2.015 3.859 -1.01
H -2.158 0.045 2.337 0.27
H -1.738 -3.870 1.053 0.42
C -3.098 3.139 7.754 -0.88
H -4.590 1.262 3.087 0.32
H 6.461 -1.847 1.274 0.27
H -5.193 0.664 5.397 0.22
H -3.808 0.459 -3.526 0.17
H 1.069 -2.520 -1.631 0.84
O -1.192 3.565 3.235 0.51
H -3.202 4.219 7.604 0.36
H 0.180 3.742 4.751 0.28
O -2.849 -4.494 -1.301 -0.48
H 2.985 -6.938 -4.585 0.36
C 4.834 -5.966 -5.126 0.37
C 2.539 3.323 -1.512 1.82
C 0.401 -1.984 -0.956 -0.99
O 2.378 -0.170 4.611 -0.50
H 4.677 0.473 1.639 -0.07
N -0.768 4.234 0.574 -0.32
H -5.512 2.178 7.168 0.41
H 5.227 2.777 4.293 0.44
H 4.176 -3.122 1.239 0.57
H -6.573 -0.288 -5.752 0.40
N 0.756 -0.160 -2.609 -0.83
H 5.446 -4.165 -4.144 0.05
C 2.905 4.675 -0.925 -1.22
H 1.965 4.884 2.188 0.35
N -2.335 -3.097 1.345 -0.62
H 1.961 1.280 3.093 -0.21
C -3.404 -3.274 -0.875 0.42
C -1.392 0.486 1.708 -0.38
H 2.233 3.325 1.379 0.30
C -4.503 -2.073 0.978 -1.47
C 5.411 -4.542 -5.167 -1.10
H -5.736 -1.036 -2.893 -0.06
H -7.706 -0.943 -4.605 0.43
H 0.257 -0.023 4.621 -0.01
H -0.971 1.217 -0.895 0.39
H -4.274 0.333 -5.253 0.26
H 4.468 -5.789 -7.106 0.28
C -5.735 -0.367 -3.755 0.93
H 6.451 -4.529 -5.494 0.36
H -5.576 1.615 -3.093 0.25
H -3.634 2.845 8.665 0.36
H -2.695 -2.463 -1.115 -0.31
C -3.606 -3.247 0.636 0.19
C -4.321 -0.159 -4.278 -0.58
H -4.641 2.993 3.436 0.43
C -2.626 -4.517 -2.693 -0.39
H 3.275 -1.721 0.864 -0.41
H 5.534 1.742 2.155 0.28
H -2.391 -0.841 -5.915 0.37
H 6.591 -0.522 0.334 0.22
H 1.825 -6.329 -2.355 0.39
H 2.778 5.452 -1.689 0.27
H -6.918 1.471 4.019 0.27
H -1.532 1.544 1.478 0.03
H 3.580 4.407 1.604 0.44
H 0.899 -1.794 -0.002 -0.26
O -3.620 -1.401 -4.315 -0.21
H -2.041 2.964 7.960 0.23
C 4.298 -1.656 -3.651 -0.94
H 5.717 -2.681 -0.685 0.41
C 3.424 -5.928 -4.537 -0.60
N 4.590 1.379 2.103 -0.39
H 1.617 -0.683 -2.473 0.02
H -5.528 -2.185 0.605 0.51
C 2.509 4.388 1.386 -0.95
H 3.319 -3.045 -0.319 -0.53
C 3.553 2.850 -2.563 -1.86
H -1.107 -0.923 -1.994 -1.00
C -1.214 4.942 2.910 -0.96
H 4.741 0.251 3.810 0.40
H 4.829 -3.898 -5.828 0.37
H -0.620 3.402 1.146 -0.23
H -4.146 -1.116 0.592 0.17
C -4.854 2.526 6.360 -0.99
C -3.056 4.589 1.280 -1.38
H -3.483 4.861 0.314 0.46
C -1.631 5.073 1.440 0.29
N -6.644 2.063 4.796 -0.78
H 0.978 0.818 -2.432 0.28
H 2.764 -5.336 -5.193 0.30
H -1.899 -2.285 0.905 -0.12
H 3.564 3.528 -3.425 0.43
H -3.108 3.522 1.489 -0.02
H -2.303 -5.519 -2.966 0.29
O 3.889 -1.615 -2.292 -0.05
H 0.520 3.689 -1.470 0.13
H 3.504 3.046 3.904 0.14
H 4.275 -7.283 -6.587 0.28
H 4.204 -0.060 -1.023 -0.08
H 3.976 4.718 -0.694 0.41
H -1.557 6.104 1.086 0.56
H 1.033 -1.447 5.350 0.35
H -4.324 -3.030 -1.425 0.41
H 5.331 -1.989 -3.759 0.52
H 2.626 2.563 -0.722 -0.45
C -5.224 1.720 5.113 0.75
H 4.549 2.774 -2.132 0.43
H 2.411 -4.791 -1.671 0.01
H -0.429 -2.667 -0.760 -0.05
H -3.580 -4.288 -3.180 0.29
H -3.722 5.090 1.994 0.44
H 3.230 1.907 -3.008 0.37
C 5.140 -1.858 -0.245 0.32
O -1.245 -0.266 0.521 0.07
C -2.343 -1.219 -4.887 -0.88
C 3.912 -2.478 0.395 -0.10
O 3.506 -5.424 -3.234 -0.28
C 4.227 2.345 4.326 -1.38
C 4.111 1.085 3.472 0.36
H -1.730 -0.553 -4.271 0.38
H 5.507 -6.519 -4.467 0.27
H -4.660 -2.032 2.059 0.35
```

Results
LUMO: 0.0229 Ha
total charge: 0
HOMO: -8.9 eV
gap between HOMO and LUMO: 9.498 eV

<2>
Entry from OMol25: a cluster of 9 separate species, C36H99N9O9 in total (ωB97M-V with the def2-TZVPD basis set).

```
153
Properties=species:S:1:pos:R:3:mulliken_charge:R:1
H 6.870 -13.526 -12.575 0.43
H 4.256 -17.763 -8.897 0.73
H -2.682 -8.836 -4.678 0.33
H 4.560 -7.998 -8.766 0.44
H -4.415 -5.376 -3.426 0.25
C 2.178 -12.239 -4.295 -0.52
O -1.528 -7.768 -3.404 -0.41
H 4.088 -16.977 -1.727 0.48
H 3.533 -13.011 -7.727 0.40
H 2.108 -12.366 -8.741 0.42
H -4.233 -7.894 -3.501 0.37
H 7.343 -12.454 -5.995 0.33
H 9.850 -12.462 -3.732 0.28
H 1.393 -17.365 -5.997 0.17
H 2.583 -15.172 -4.521 0.14
C 4.874 -15.839 -4.030 -1.77
H 0.952 -16.399 -10.813 -0.41
H 2.616 -17.740 -2.007 0.46
H 5.019 -14.563 -15.335 0.26
O 4.878 -13.701 -13.068 -0.42
H -1.161 -15.333 -9.028 0.11
C 7.942 -11.962 -3.933 0.42
O 4.607 -17.326 -10.952 -0.39
O 2.532 -13.127 -5.369 0.08
O 1.545 -8.493 -7.125 -0.13
C 1.845 -18.331 -10.447 -1.56
C 2.416 -17.055 -9.749 2.14
H 0.289 -17.555 -7.150 0.21
H -1.567 -15.350 -6.472 0.49
H 4.309 -14.856 -11.432 -0.13
H 8.395 -13.118 -2.178 0.34
C 0.745 -19.979 -3.602 -0.86
C 2.597 -13.207 -8.249 -1.56
H 0.004 -15.109 -7.414 0.06
H -3.312 -6.030 -2.602 0.23
H 0.198 -7.629 -4.491 0.32
N 0.544 -16.965 -6.371 -0.13
H 0.401 -20.097 -2.575 0.26
C 3.556 -16.701 -3.749 1.07
H 7.323 -11.897 -14.497 0.32
H 1.620 -16.279 -3.853 0.15
C 0.164 -8.547 -7.291 -0.73
H 6.467 -13.327 -4.705 0.00
H 7.841 -14.221 -14.649 0.37
H 1.683 -11.331 -4.643 0.26
N 5.988 -14.823 -15.449 -0.75
H 1.724 -20.393 -3.846 0.23
H 0.815 -18.210 -10.782 0.45
H -0.130 -16.180 -4.615 0.33
C 6.245 -14.149 -13.214 -0.39
H -0.677 -16.187 -11.980 0.43
C -1.742 -16.364 -6.113 -1.72
C 6.788 -13.941 -14.609 0.33
H 4.758 -18.970 -0.567 0.32
H -2.056 -7.170 -5.306 0.24
H 5.117 -20.386 -1.507 0.27
H 2.901 -13.738 -9.152 -0.04
H 2.293 -15.843 -11.402 0.36
C 3.911 -8.227 -7.921 0.23
H -0.279 -14.611 -11.400 0.20
H 5.553 -9.257 -6.926 0.41
H 3.062 -11.878 -3.770 -0.19
C 7.429 -12.913 -5.010 -0.92
H 1.506 -12.709 -3.577 0.31
H 0.201 -13.738 -13.589 0.33
N 1.828 -15.992 -10.518 -0.26
H -0.246 -8.846 -6.326 0.07
C 7.675 -12.326 -2.379 -0.81
C 6.663 -12.558 -15.061 -1.34
C -0.497 -16.899 -5.347 0.19
C 1.707 -14.152 -7.383 1.88
H -5.335 -6.087 -5.264 0.35
H -0.340 -7.637 -7.615 0.29
C -2.259 -15.288 -10.761 0.28
H 6.406 -16.268 -10.794 0.36
H 7.432 -11.009 -4.076 0.22
N 4.120 -7.153 -6.973 -0.78
H 1.947 -16.991 -8.767 -1.41
C -0.446 -14.559 -13.896 -0.79
H 5.014 -11.347 -2.575 0.21
H 0.672 -15.023 -8.846 0.09
H 9.679 -10.912 -3.964 0.28
C 3.580 -17.570 -2.487 -0.96
H -4.265 -6.602 -6.393 0.34
N 0.448 -14.454 -8.042 -0.90
H 5.612 -12.295 -14.949 0.28
H 2.378 -18.380 -11.396 0.38
H 2.270 -9.300 -8.906 0.33
C -4.660 -6.927 -5.431 -1.28
H -0.369 -9.318 -4.072 0.25
H 0.811 -14.179 -5.508 0.19
C -0.266 -8.281 -3.752 -0.68
H 6.211 -14.704 -16.427 0.25
H 6.971 -12.392 -16.093 0.39
H 0.281 -8.381 -2.814 0.34
H 6.323 -15.221 -13.032 0.01
H -1.972 -13.296 -10.010 0.28
H -0.797 -14.350 -14.907 0.30
H 5.240 -15.318 -3.145 0.35
N -3.554 -5.884 -3.572 -0.78
H 3.420 -19.943 -1.139 0.27
H 4.518 -10.357 -7.710 0.26
H -3.154 -15.838 -11.053 0.52
C 1.373 -13.466 -6.111 -1.64
H 0.813 -12.567 -6.368 0.78
C 4.500 -9.419 -7.155 -1.23
H 3.592 -7.458 -6.168 0.32
C 6.033 -17.268 -11.015 -0.90
C 3.954 -17.044 -9.659 -0.91
N 2.464 -15.747 -3.699 -0.79
H 6.380 -17.670 -11.967 0.27
H -1.283 -18.262 -3.805 0.35
H -3.093 -13.352 -11.354 0.38
H 4.243 -16.094 -9.209 0.33
H -0.138 -9.405 -7.892 0.37
C 5.416 -11.831 -1.684 -0.76
H 5.001 -15.345 -4.993 0.40
H 0.190 -15.442 -13.963 0.29
H 0.017 -20.569 -4.158 0.44
C -2.789 -13.872 -10.445 -1.42
H 5.815 -11.114 -0.967 0.35
H 2.048 -7.590 -8.921 0.40
N 9.339 -11.801 -4.300 -0.69
C -0.575 -18.290 -4.634 -0.98
C 4.407 -19.566 -1.409 -0.76
H 6.403 -18.085 -10.395 0.35
H 2.031 -19.240 -9.875 0.40
H 5.211 -13.479 -10.982 0.38
C 4.511 -13.830 -11.740 -0.31
H -3.725 -13.898 -9.887 0.41
O -1.484 -14.543 -13.005 -0.41
H -1.901 -16.977 -6.999 0.38
H 3.494 -17.352 -4.621 0.09
C 2.381 -8.411 -8.285 -0.74
H -5.294 -7.807 -5.535 0.31
O 4.305 -18.763 -2.665 -0.39
O 6.351 -12.853 -2.112 -0.25
H -2.536 -16.055 -8.984 0.34
N -1.720 -15.973 -9.574 -0.39
H 3.967 -9.673 -6.238 0.20
H 3.572 -13.295 -11.592 0.36
H 8.004 -13.829 -5.148 0.34
H -2.660 -16.441 -5.529 0.46
H 2.167 -15.125 -7.208 0.11
H 3.673 -6.298 -7.274 0.26
H -0.844 -19.025 -5.392 0.51
H 7.989 -11.487 -1.758 0.35
H 4.538 -12.247 -1.189 0.29
O 0.686 -18.639 -4.024 -0.14
H 5.714 -16.528 -4.114 0.59
C -3.768 -7.179 -4.180 0.43
C -2.433 -7.791 -4.493 -0.59
C -1.098 -15.193 -11.824 -0.64
```

Results
LUMO: 0.0234 Ha
total charge: 0
HOMO: -9.0 eV
gap between HOMO and LUMO: 9.615 eV

Tell me which of them is the least stable. Sure, it is <2>.

<1>
Entry from OMol25: a cluster of 2 separate species, C3H14N6 in total (ωB97M-V with the def2-TZVPD basis set).

```
23
Properties=species:S:1:pos:R:3:nbo_charge:R:1
H 3.387 -2.857 -3.406 0.23
H -7.892 3.752 4.794 0.41
H 3.030 -0.918 -2.599 0.25
H 4.727 -0.830 -2.453 0.22
N 2.657 -3.484 -1.517 -0.50
N 4.944 0.848 -0.524 -0.51
H -9.503 4.635 3.583 0.43
N -7.612 4.397 3.996 -0.67
H 2.193 -5.444 -2.327 0.16
H 1.117 -4.684 -0.977 0.19
H -8.523 5.094 2.342 0.45
H 5.317 0.836 -1.478 0.41
C 3.855 -1.381 -1.992 -0.29
N 3.637 -1.001 -0.665 -0.26
H -8.803 3.482 2.604 0.43
H 4.596 -3.585 -2.261 0.24
N 4.116 -0.015 -0.017 0.17
C 3.732 -2.899 -2.310 -0.26
H -6.668 4.460 3.628 0.43
H 3.091 -1.754 -0.138 0.47
C 1.994 -4.539 -1.584 0.04
H 5.319 1.449 0.192 0.44
N -8.712 4.436 3.110 -0.48
```

Results
LUMO: -0.2041 Ha
total charge: +2
HOMO: -14.2 eV
gap between HOMO and LUMO: 8.648 eV

<2>
Entry from OMol25: a cluster of 3 separate species, C3H14N6 in total (ωB97M-V with the def2-TZVPD basis set).

```
23
Properties=species:S:1:pos:R:3:nbo_charge:R:1
H 18.059 0.209 0.112 0.36
H 22.341 1.122 -0.619 0.41
H 16.655 -1.662 -0.069 0.24
C 17.725 -1.769 -0.311 -0.49
N 18.541 -0.666 0.032 -0.17
C -20.838 1.395 0.491 0.01
H 17.790 -2.081 -1.346 0.25
C -21.495 -0.938 0.865 -0.41
H 18.041 -2.655 0.120 0.25
N 19.730 -0.662 0.076 -0.21
H -21.066 -0.644 -1.683 0.41
H 20.887 0.627 1.147 0.40
H -20.747 -0.859 1.712 0.25
H -20.791 1.603 1.509 0.22
H -21.316 -1.652 0.097 0.24
H 21.644 2.571 -0.735 0.41
H -21.620 0.980 -1.784 0.41
N 20.688 1.504 0.643 -0.09
H -22.514 -0.794 1.294 0.26
N -21.306 0.289 0.057 -0.04
H -20.425 2.241 -0.099 0.24
N -21.530 0.166 -1.238 -0.59
N 21.547 1.675 -0.270 -0.36
```

Results
LUMO (alpha / beta): -0.2299 / -0.2299 Ha
total charge: +2
HOMO (alpha / beta): -13.5 / -13.5 eV
gap between HOMO and LUMO (alpha / beta): 7.286 / 7.280 eV

Tell me which of them is the least stable. Sure, it is <2>.

<1>
Entry from OMol25: an isolated molecule of C4H7P3 (ωB97M-V with the def2-TZVPD basis set).

```
14
Properties=species:S:1:pos:R:3:nbo_charge:R:1
C 1.335 0.339 -0.717 -0.38
P -0.970 -1.125 -0.315 0.79
P 0.945 1.544 -1.840 0.25
C -1.751 0.282 -1.066 -1.02
C -1.635 -0.745 1.353 -1.00
H 2.465 0.052 1.101 0.24
H -1.534 0.311 1.747 0.24
H -1.099 -1.181 2.296 0.24
H -2.786 0.315 -1.302 0.25
H 2.859 -0.990 -0.317 0.24
C 2.576 0.080 -0.030 -0.74
H 3.362 0.671 -0.325 0.22
H -2.620 -1.041 1.481 0.24
P -1.145 1.486 -2.066 0.42
```

Results
LUMO: -0.0317 Ha
total charge: 0
HOMO: -7.8 eV
gap between HOMO and LUMO: 6.957 eV

<2>
Entry from OMol25: an isolated molecule of C4H7P3 (ωB97M-V with the def2-TZVPD basis set).

```
14
Properties=species:S:1:pos:R:3:nbo_charge:R:1
C -1.136 -0.420 0.161 -1.03
H 3.748 -1.818 0.240 0.22
C 1.213 0.947 0.025 -1.08
H -3.181 1.045 -1.041 0.21
C 3.142 -0.938 0.377 -0.83
H -4.732 0.122 -0.693 0.22
P -0.638 1.183 0.059 0.76
P 1.773 -0.745 -0.545 0.71
H 1.627 1.190 1.006 0.25
C -3.664 0.198 -0.578 -0.82
H 3.485 -0.239 1.122 0.21
H -0.411 -1.219 0.297 0.22
P -2.840 -0.991 0.253 0.71
H 1.611 1.686 -0.683 0.25
```

Results
LUMO: -0.0242 Ha
total charge: 0
HOMO: -8.8 eV
gap between HOMO and LUMO: 8.139 eV

Tell me which of them is the least stable. Sure, it is <1>.